{"formula": "C48H129N7O20", "method": "ωB97M-V with the def2-TZVPD basis set", "elements": ["C", "O", "C", "C", "N", "C", "C", "O", "C", "H", "H", "H", "H", "H", "H", "H", "H", "H", "H", "H", "H", "H", "H", "H", "C", "O", "C", "C", "N", "C", "C", "O", "C", "H", "H", "H", "H", "H", "H", "H", "H", "H", "H", "H", "H", "H", "H", "H", "C", "O", "C", "C", "N", "C", "C", "O", "C", "H", "H", "H", "H", "H", "H", "H", "H", "H", "H", "H", "H", "H", "H", "H", "C", "O", "C", "C", "N", "C", "C", "O", "C", "H", "H", "H", "H", "H", "H", "H", "H", "H", "H", "H", "H", "H", "H", "H", "C", "O", "C", "C", "N", "C", "C", "O", "C", "H", "H", "H", "H", "H", "H", "H", "H", "H", "H", "H", "H", "H", "H", "H", "C", "O", "C", "C", "N", "C", "C", "O", "C", "H", "H", "H", "H", "H", "H", "H", "H", "H", "H", "H", "H", "H", "H", "H", "C", "O", "C", "C", "N", "C", "C", "O", "C", "H", "H", "H", "H", "H", "H", "H", "H", "H", "H", "H", "H", "H", "H", "H", "C", "O", "H", "H", "H", "H", "C", "O", "H", "H", "H", "H", "C", "O", "H", "H", "H", "H", "C", "O", "H", "H", "H", "H", "C", "O", "H", "H", "H", "H", "C", "O", "H", "H", "H", "H"], "positions_angstrom": [[1.16, -0.40, -5.33], [2.53, 0.01, -5.14], [2.86, 1.27, -5.59], [4.35, 1.44, -5.30], [4.71, 1.56, -3.86], [6.17, 1.67, -3.60], [6.55, 1.54, -2.17], [6.14, 0.27, -1.61], [6.84, -0.09, -0.44], [0.48, 0.04, -4.60], [1.03, -1.48, -5.23], [0.79, -0.08, -6.30], [2.41, 2.16, -5.14], [2.61, 1.38, -6.65], [4.73, 2.34, -5.80], [4.80, 0.57, -5.77], [4.45, 0.76, -3.30], [6.59, 2.64, -3.87], [6.78, 0.90, -4.09], [6.06, 2.31, -1.58], [7.63, 1.68, -2.15], [7.35, 0.70, 0.12], [7.57, -0.86, -0.65], [6.06, -0.57, 0.17], [0.25, -7.00, -8.46], [0.23, -6.95, -6.99], [-0.47, -5.72, -6.61], [-0.70, -5.78, -5.10], [0.56, -6.01, -4.37], [1.17, -4.71, -4.08], [0.63, -4.13, -2.69], [0.80, -5.03, -1.61], [0.44, -4.48, -0.40], [0.58, -7.96, -8.87], [0.70, -6.16, -8.99], [-0.78, -6.97, -8.80], [-1.43, -5.62, -7.12], [0.07, -4.82, -6.89], [-1.31, -6.66, -4.87], [-1.23, -4.90, -4.72], [0.38, -6.31, -3.42], [1.00, -3.96, -4.84], [2.24, -4.87, -3.96], [-0.39, -3.88, -2.95], [1.12, -3.20, -2.42], [-0.60, -4.16, -0.31], [1.10, -3.67, -0.11], [0.64, -5.20, 0.40], [3.89, 6.54, 0.24], [2.64, 7.23, 0.07], [1.48, 6.44, -0.04], [1.40, 5.71, -1.42], [0.26, 4.83, -1.48], [0.30, 3.93, -2.66], [1.22, 2.71, -2.62], [0.77, 1.94, -1.55], [1.31, 0.63, -1.56], [4.79, 7.15, 0.36], [4.08, 5.87, -0.60], [3.77, 5.91, 1.13], [0.57, 7.02, 0.10], [1.54, 5.80, 0.84], [2.31, 5.11, -1.47], [1.46, 6.50, -2.16], [0.37, 4.24, -0.66], [0.52, 4.58, -3.50], [-0.70, 3.53, -2.77], [2.29, 2.88, -2.53], [0.99, 2.17, -3.54], [0.78, 0.14, -2.38], [1.24, 0.19, -0.57], [2.36, 0.58, -1.87], [-5.42, -2.37, -1.23], [-4.08, -1.81, -1.04], [-3.57, -1.05, -2.16], [-2.06, -0.58, -1.99], [-1.89, 0.35, -0.85], [-1.81, -0.44, 0.40], [-2.13, 0.47, 1.66], [-1.00, 0.92, 2.45], [-0.21, 1.89, 1.70], [-5.48, -3.10, -2.03], [-6.08, -1.54, -1.50], [-5.77, -2.84, -0.31], [-4.29, -0.25, -2.35], [-3.63, -1.67, -3.06], [-1.70, -0.01, -2.84], [-1.47, -1.49, -1.85], [-1.18, 1.03, -1.07], [-0.88, -0.97, 0.58], [-2.56, -1.22, 0.50], [-2.71, -0.17, 2.32], [-2.78, 1.30, 1.37], [-0.83, 2.76, 1.53], [0.07, 1.57, 0.69], [0.69, 2.11, 2.26], [-2.82, -3.54, 1.78], [-1.97, -2.66, 2.56], [-0.69, -3.20, 2.76], [0.08, -2.39, 3.87], [0.64, -1.16, 3.35], [1.26, -0.39, 4.43], [2.61, -0.95, 4.96], [2.29, -2.02, 5.85], [3.42, -2.76, 6.29], [-2.79, -4.59, 2.07], [-2.51, -3.40, 0.74], [-3.83, -3.13, 1.80], [-0.04, -3.14, 1.88], [-0.66, -4.26, 2.97], [0.86, -3.08, 4.18], [-0.64, -2.14, 4.65], [-0.08, -0.54, 2.99], [0.58, -0.17, 5.25], [1.48, 0.60, 4.05], [3.20, -0.22, 5.51], [3.24, -1.39, 4.19], [3.07, -3.66, 6.80], [3.92, -2.07, 6.98], [4.07, -3.14, 5.50], [-8.36, -1.33, 2.70], [-7.22, -1.60, 1.86], [-6.03, -0.85, 2.21], [-6.20, 0.63, 1.92], [-6.69, 1.29, 3.14], [-6.60, 2.73, 3.06], [-5.21, 3.28, 3.08], [-4.70, 2.85, 4.34], [-3.33, 3.24, 4.50], [-8.13, -1.07, 3.73], [-8.93, -2.26, 2.69], [-8.96, -0.54, 2.24], [-5.20, -1.18, 1.59], [-5.78, -1.04, 3.25], [-6.88, 0.80, 1.08], [-5.19, 0.88, 1.58], [-6.17, 0.93, 3.93], [-7.03, 3.18, 3.95], [-7.18, 3.14, 2.23], [-5.30, 4.36, 2.94], [-4.68, 2.89, 2.22], [-2.63, 2.86, 3.76], [-2.91, 2.88, 5.44], [-3.29, 4.33, 4.49], [3.47, 1.96, 0.88], [4.72, 2.38, 1.36], [4.88, 2.41, 2.77], [6.27, 1.72, 2.93], [7.38, 2.54, 2.39], [8.71, 1.97, 2.64], [9.79, 2.72, 1.80], [9.48, 2.35, 0.49], [10.28, 2.91, -0.58], [3.47, 1.96, -0.21], [2.61, 2.54, 1.21], [3.35, 0.90, 1.14], [4.08, 1.84, 3.25], [4.88, 3.40, 3.20], [6.25, 0.76, 2.41], [6.38, 1.53, 4.00], [7.23, 2.57, 1.40], [8.77, 0.91, 2.36], [8.95, 1.97, 3.70], [10.79, 2.32, 1.95], [9.72, 3.79, 2.02], [10.17, 3.99, -0.52], [9.87, 2.71, -1.57], [11.32, 2.60, -0.55], [-8.88, -3.22, -0.90], [-8.84, -1.99, -0.23], [-9.42, -4.00, -0.36], [-9.28, -3.03, -1.89], [-7.88, -3.65, -0.96], [-8.12, -2.05, 0.39], [-3.69, 2.80, -2.36], [-3.83, 2.40, -1.00], [-3.94, 1.93, -2.96], [-4.38, 3.61, -2.57], [-2.67, 3.10, -2.57], [-3.08, 1.84, -0.78], [-2.73, -0.82, -5.85], [-1.63, -1.67, -5.53], [-3.64, -1.25, -5.44], [-2.67, 0.21, -5.50], [-2.91, -0.80, -6.92], [-1.14, -1.82, -6.34], [1.60, 4.31, 4.74], [2.04, 2.92, 4.60], [0.83, 4.39, 3.98], [1.28, 4.61, 5.74], [2.30, 5.07, 4.41], [2.66, 2.70, 5.31], [-6.63, -5.04, 2.41], [-7.38, -6.17, 2.91], [-6.90, -4.70, 1.41], [-6.70, -4.25, 3.15], [-5.57, -5.30, 2.38], [-7.06, -6.37, 3.80], [-3.46, -0.32, 5.44], [-3.09, -0.27, 6.79], [-2.74, -0.96, 4.93], [-4.38, -0.90, 5.32], [-3.63, 0.62, 4.92], [-3.84, 0.17, 7.18]], "spin_multiplicity": 1, "e_homo_ev": -8.37, "charge": 0, "largest_force_ev_per_a": 2.82}